Record 1
An isolated molecule of C3H6P2 in a non-equilibrium geometry, computed with the ωB97M-V functional and the def2-TZVPD basis.

XYZ file:
```
11
Properties=species:S:1:pos:R:3:lowdin_charge:R:1
H 0.37 1.67 -1.61 -0.231
C -0.40 -0.92 0.73 -0.609
H 1.99 1.90 0.56 -0.036
P 0.55 0.43 1.55 0.837
H -1.12 -1.43 1.48 0.096
H -1.64 -1.45 -0.90 0.006
C -1.11 -0.68 -0.51 -0.112
H 0.37 -1.68 0.59 0.056
H -1.53 0.35 -0.69 0.055
C 1.31 1.11 0.31 -0.841
P 1.20 0.70 -1.50 0.779
```

E_tot   -21781.2500 eV
Energy above the lowest of the compared OMol25 structures with the same formula, charge and spin   73.5 kcal/mol
Total charge   0

***

Record 2
C40H34BCrN8P2S2Se as an isolated structure in a non-equilibrium geometry, computed with the ωB97M-V functional and the def2-TZVPD basis.

XYZ file:
```
89
Properties=species:S:1:pos:R:3:lowdin_charge:R:1
H -4.07 -3.16 5.42 0.080
H -1.91 -2.14 4.89 0.100
S -3.21 1.05 0.43 1.027
C 0.54 -0.59 -3.34 -0.139
H -3.01 -3.48 1.42 0.145
C -3.21 0.99 3.83 -0.078
N -0.08 0.03 -2.32 -0.024
C 2.51 0.08 3.59 -0.362
C -1.63 -5.14 -2.62 -0.058
C -4.92 -2.69 3.43 -0.130
H -5.50 -2.13 1.45 0.099
N -2.26 -0.34 0.78 -0.445
C 4.38 1.22 4.59 -0.074
H 0.07 1.72 3.33 0.080
H 4.27 0.69 2.51 0.071
N -0.22 1.77 -0.26 -0.049
C -2.89 -1.63 0.38 -0.338
C 0.01 4.00 -0.07 -0.042
H 0.09 -6.39 -2.42 0.117
H 5.37 1.66 4.51 0.105
H 1.45 -1.14 -3.16 0.106
C -3.76 -0.37 -1.60 -0.173
H -2.07 -2.21 -0.04 0.091
C -3.27 -2.42 1.64 -0.269
H -1.99 0.87 -4.79 0.128
H -3.94 0.22 3.57 0.109
Cr 0.19 -0.27 -0.22 0.408
H -2.25 -5.91 -3.06 0.107
C 0.88 -3.41 2.29 -0.117
C -0.99 3.71 -0.99 -0.073
H 0.14 -0.73 -5.52 0.098
C -4.69 -2.36 2.15 -0.069
P -1.50 -0.53 2.30 0.820
C -3.85 -2.85 4.41 -0.132
C 3.09 -4.25 3.75 -0.072
B -2.08 1.62 -2.03 -0.583
H -1.63 4.37 -1.56 0.125
C -1.29 2.91 4.50 -0.074
C 0.99 -4.74 2.68 -0.063
C -1.20 0.43 -4.18 -0.071
H -2.59 2.41 -2.81 0.113
N -1.16 0.66 -2.87 -0.014
H 3.75 -2.21 3.65 0.108
C 0.12 -0.34 1.74 -0.567
S 2.62 -0.09 0.47 0.355
H 0.88 -0.39 4.92 0.112
H 4.21 1.65 6.69 0.104
N 1.71 -4.48 -1.39 -0.208
C 3.73 1.20 5.82 -0.079
C -2.63 -2.32 4.10 -0.145
C 0.46 2.75 0.34 -0.139
H -4.42 -2.30 -1.08 0.116
C -0.12 -0.37 -4.54 -0.041
C -1.89 0.86 3.37 -0.293
C -3.56 2.09 4.61 -0.067
C -3.83 -1.44 -0.79 -0.083
H 2.19 -6.19 3.73 0.106
C 2.98 -2.91 3.37 -0.074
C 2.47 0.63 5.94 -0.069
C 3.77 0.66 3.47 -0.102
P 1.70 -0.73 2.19 0.518
H 0.37 4.97 0.24 0.095
H -1.90 -1.81 -1.82 0.078
H -4.24 -0.37 -2.58 0.124
C -0.36 -5.41 -2.27 -0.018
C -2.60 3.04 4.94 -0.080
H -2.88 3.89 5.56 0.103
C -1.47 -2.80 -1.90 -0.057
C -2.17 -3.81 -2.45 -0.033
Se 2.28 -2.98 -0.68 1.153
N -1.12 2.38 -1.08 -0.051
C 2.10 -5.16 3.41 -0.073
H 0.01 -3.09 1.73 0.081
C -2.38 -1.88 2.77 -0.338
H -0.55 3.65 4.77 0.104
C -0.94 1.82 3.71 -0.081
N -3.11 0.82 -1.20 -0.323
H 1.96 0.62 6.90 0.108
C 0.44 -4.36 -1.70 -0.367
H 0.21 -5.45 2.42 0.112
H 3.96 -4.57 4.33 0.106
H 1.25 2.49 1.04 0.093
C -0.13 -3.06 -1.45 -0.337
C 1.87 -2.48 2.64 -0.340
H -3.19 -3.61 -2.78 0.112
N 0.66 -2.18 -0.87 -0.314
C 1.86 0.07 4.82 -0.088
H -4.58 2.19 4.96 0.106
H -5.95 -2.76 3.79 0.094
```

E_tot   -188643.6747 eV
<S²>   0.865
2S+1   2
Energy above the lowest of the compared OMol25 structures with the same formula, charge and spin   67.9 kcal/mol
Total charge   0

***

Record 3
A 2-piece molecular cluster, CH4FPS2 overall in a non-equilibrium geometry, computed with the ωB97M-V functional and the def2-TZVPD basis.

XYZ file:
```
9
Properties=species:S:1:pos:R:3:lowdin_charge:R:1
S -0.71 0.10 -1.18 0.216
C -1.19 0.13 1.77 -0.286
H -2.14 0.18 1.20 0.029
H -1.13 0.92 2.38 -0.029
S 2.76 0.28 -3.35 0.359
H 2.47 0.75 -4.49 -0.367
F 0.63 -1.68 0.60 -0.423
P 0.33 -0.04 0.56 0.481
H -1.02 -0.64 2.49 0.020
```

E_tot   -34776.7236 eV
Energy above the lowest of the compared OMol25 structures with the same formula, charge and spin   85.4 kcal/mol
Total charge   0